# 1
The following is a DFT calculation (ωB97M-V with the def2-TZVPD basis set) of an isolated molecule of C2H4FPS at a distorted geometry.

* maximum force: 3.27 eV Å⁻¹
* SMILES: [H]/P=C(/F)SC
* Kohn-Sham gap: 8.8 eV
* HOMO energy: -8.46 eV

The geometry in ORCA input format:
```
! RIJCOSX wB97M-V def2-TZVPD def2/J DEFGRID3
* xyz 0 1
H -2.62 -1.13 -0.31
P -2.00 -1.18 -1.57
C -0.60 -0.61 -0.88
F 0.52 -0.40 -1.52
S -0.62 0.12 0.90
C 1.05 0.73 0.84
H 1.36 1.42 1.72
H 1.19 1.21 -0.13
H 1.71 -0.15 0.96
*
```

# 2
The following is a DFT calculation (ωB97M-V with the def2-TZVPD basis set) of the ion C5H14NS with charge +1 at a distorted geometry.

* maximum force: 3.89 eV Å⁻¹
* SMILES: CSCC[C@@H](C)[NH3+]
* Kohn-Sham gap: 8.0 eV
* HOMO energy: -11.76 eV

The geometry in ORCA input format:
```
! RIJCOSX wB97M-V def2-TZVPD def2/J DEFGRID3
* xyz 1 1
C 1.01 -0.44 -2.90
S 0.68 1.31 -2.55
C -0.33 1.23 -1.14
C 0.44 0.83 0.21
C -0.41 0.05 1.15
C -0.75 -1.40 0.84
N -0.17 0.15 2.71
H 1.63 -0.30 -3.78
H 1.48 -1.08 -2.15
H 0.06 -0.94 -3.09
H -0.78 2.18 -0.85
H -1.08 0.43 -1.19
H 1.38 0.35 -0.08
H 0.88 1.74 0.66
H -1.37 0.56 1.14
H -0.63 -1.66 -0.22
H -0.03 -2.15 1.19
H -1.76 -1.70 1.12
H 0.27 1.07 2.82
H 0.61 -0.41 3.02
H -1.11 0.17 3.08
*
```

Copy entry 1 word for word.
The following is a DFT calculation (ωB97M-V with the def2-TZVPD basis set) of an isolated molecule of C2H4FPS at a distorted geometry.

* maximum force: 3.27 eV Å⁻¹
* SMILES: [H]/P=C(/F)SC
* Kohn-Sham gap: 8.8 eV
* HOMO energy: -8.46 eV

The geometry in ORCA input format:
```
! RIJCOSX wB97M-V def2-TZVPD def2/J DEFGRID3
* xyz 0 1
H -2.62 -1.13 -0.31
P -2.00 -1.18 -1.57
C -0.60 -0.61 -0.88
F 0.52 -0.40 -1.52
S -0.62 0.12 0.90
C 1.05 0.73 0.84
H 1.36 1.42 1.72
H 1.19 1.21 -0.13
H 1.71 -0.15 0.96
*
```